# 1
Computed, not measured: C4H9N3O as an isolated structure in a non-equilibrium geometry, with ωB97M-V/def2-TZVPD.

## Properties
**Net charge**: 0
**Orbital gap**: 8.520 eV
**Energy relative to the best compared isomer or geometry (same formula, charge and spin)**: 5.656 eV
**Total energy**: -10806.8061 eV

Positions of all 17 atoms, in Å:
C -0.339 1.826 -1.252
C 1.632 0.310 1.290
N 0.989 -0.096 0.063
C 0.247 -1.235 0.039
C -1.127 -0.819 -0.600
O -0.437 0.894 -0.181
N 0.445 -2.336 0.654
N -2.261 -1.141 -0.047
H -0.381 -2.931 0.533
H -2.192 -1.078 0.972
H -1.065 -0.789 -1.694
H -1.349 2.131 -1.539
H 0.156 1.382 -2.120
H 0.221 2.701 -0.916
H 0.949 0.309 2.143
H 2.086 1.294 1.170
H 2.428 -0.421 1.486

Atom charges from the Mulliken analysis, given in e for atoms 1 to 6: C -0.666; C -0.805; N -0.098; C 0.388; C 0.237; O -0.287

---

# 2
Computed, not measured: one molecule with the formula C4H9N3O in a non-equilibrium geometry, with ωB97M-V/def2-TZVPD.

## Properties
**Net charge**: 0
**Orbital gap**: 9.746 eV
**Energy relative to the best compared isomer or geometry (same formula, charge and spin)**: 6.167 eV
**Total energy**: -10806.2944 eV
**Structure (SMILES)**: NC[C@@H]1CN1NC=O

Positions of all 17 atoms, in Å:
N 0.053 0.853 -2.078
C -0.975 0.002 -1.296
C -0.105 -0.987 -0.460
C -0.888 -1.052 0.698
N 0.582 -0.824 0.938
N 0.931 0.500 1.061
C 1.515 0.640 2.205
O 2.124 1.613 2.737
H 0.421 0.239 -2.809
H -0.362 1.702 -2.384
H -1.862 -0.311 -1.862
H -1.318 0.700 -0.599
H 0.420 -1.744 -0.994
H -0.962 -2.055 0.976
H -1.692 -0.218 0.747
H 1.041 1.289 0.342
H 1.077 -0.347 2.777

Atom charges from the Mulliken analysis, given in e for atoms 1 to 6: N -0.535; C -0.863; C -0.100; C -0.362; N -0.352; N 0.078

---

# 3
Computed, not measured: C4H9N3O as an isolated structure in a non-equilibrium geometry, with ωB97M-V/def2-TZVPD.

## Properties
**Net charge**: 0
**Orbital gap**: 9.135 eV
**Energy relative to the best compared isomer or geometry (same formula, charge and spin)**: 6.072 eV
**Total energy**: -10806.3901 eV

Positions of all 17 atoms, in Å:
C -1.813 0.429 -1.441
C -0.209 -0.887 -0.398
C 0.093 -2.150 -0.838
C -0.089 0.421 1.508
H -1.999 0.952 -0.469
H -2.328 -0.435 -1.586
H -1.898 1.099 -2.325
H 0.494 -2.400 -1.866
H 0.424 -2.914 -0.149
H -0.686 0.552 2.439
H 1.019 2.039 2.222
H 1.466 0.648 -0.536
H 2.863 0.399 0.721
N -0.733 -0.548 0.887
N 1.057 1.217 1.359
N 2.041 1.178 0.474
O -0.476 0.032 -1.310

Atom charges from the Mulliken analysis, given in e for atoms 1 to 6: C -0.767; C 0.645; C -1.098; C 0.117; H 0.326; H 0.372

---

# 4
Computed, not measured: one molecule with the formula C4H9N3O in a non-equilibrium geometry, with ωB97M-V/def2-TZVPD.

## Properties
**Net charge**: 0
**Orbital gap**: 8.791 eV
**Energy relative to the best compared isomer or geometry (same formula, charge and spin)**: 3.489 eV
**Total energy**: -10808.9725 eV
**Structure (SMILES)**: C=C(/N=C/NN)OC

Positions of all 17 atoms, in Å:
C 1.495 -1.785 -0.221
C 0.428 -1.169 -0.674
N -0.488 -0.393 0.036
C 0.092 0.401 0.841
N -0.610 1.136 1.700
N -0.221 2.134 2.576
O 0.092 -1.266 -1.973
C -0.981 -0.450 -2.364
H 1.720 -1.867 0.793
H 2.126 -2.225 -1.010
H 1.227 0.424 1.029
H -1.637 1.068 1.622
H 0.117 2.915 1.947
H 0.522 1.731 3.171
H -0.726 0.635 -2.465
H -1.739 -0.620 -1.641
H -1.418 -0.669 -3.367

Atom charges from the Mulliken analysis, given in e for atoms 1 to 6: C -0.943; C 0.776; N -0.566; C -0.012; N -0.047; N -0.729

---

# 5
Computed, not measured: one molecule with the formula C4H9N3O in a non-equilibrium geometry, with ωB97M-V/def2-TZVPD.

## Properties
**Net charge**: 0
**Orbital gap**: 8.847 eV
**Energy relative to the best compared isomer or geometry (same formula, charge and spin)**: 5.291 eV
**Total energy**: -10807.1711 eV
**Structure (SMILES)**: C/C=N\N(C)/C=N\O

Positions of all 17 atoms, in Å:
C 2.514 -0.481 0.654
C 1.448 -1.169 -0.220
N 0.352 -0.626 -0.622
N 0.068 0.594 -0.018
C 0.815 1.667 -0.472
C -1.287 0.796 0.352
N -2.353 0.117 0.439
O -2.219 -1.141 -0.124
H 3.126 -1.293 1.009
H 1.940 0.170 1.315
H 3.179 0.231 0.069
H 1.691 -2.159 -0.537
H 0.609 2.018 -1.465
H 1.937 1.596 -0.249
H 0.727 2.575 0.328
H -1.588 1.812 0.551
H -1.272 -1.289 -0.508

Atom charges from the Mulliken analysis, given in e for atoms 1 to 6: C -1.094; C 0.181; N -0.796; N 0.399; C -0.874; C 0.034

---

# 6
Computed, not measured: one molecule with the formula C4H9N3O in a non-equilibrium geometry, with ωB97M-V/def2-TZVPD.

## Properties
**Net charge**: 0
**Orbital gap**: 9.005 eV
**Energy relative to the best compared isomer or geometry (same formula, charge and spin)**: 3.726 eV
**Total energy**: -10808.7361 eV

Positions of all 17 atoms, in Å:
C 0.597 -1.781 1.210
C 0.464 2.107 0.497
N 0.779 -1.377 -0.160
C -0.955 0.372 -1.061
N -1.612 -0.806 -1.189
C 0.696 -0.110 -0.440
N -0.042 0.749 0.388
O -1.086 1.295 -1.821
H -1.359 -1.611 -0.641
H -2.331 -0.857 -1.891
H 1.347 0.303 -1.218
H -0.429 -1.689 1.582
H 1.231 -1.176 1.866
H 0.906 -2.825 1.283
H 0.017 2.752 -0.267
H 1.551 2.166 0.374
H 0.227 2.489 1.488

Atom charges from the Mulliken analysis, given in e for atoms 1 to 6: C -0.724; C -0.888; N -0.788; C 0.716; N -0.342; C 0.039

---

# 7
Computed, not measured: a 2-piece molecular cluster, C4H9N3O overall in a non-equilibrium geometry, with ωB97M-V/def2-TZVPD.

## Properties
**Net charge**: 0
**Orbital gap**: 9.218 eV
**Energy relative to the best compared isomer or geometry (same formula, charge and spin)**: 1.811 eV
**Total energy**: -10810.6504 eV
**Structure (SMILES)**: NC(N)=O.C=CN=C

Positions of all 17 atoms, in Å:
N -2.359 1.490 1.016
C -1.246 0.794 0.618
N -0.057 1.396 0.860
O -1.358 -0.305 0.086
H -2.274 2.221 1.700
H -3.218 0.966 1.031
H -0.035 2.389 1.019
H 0.749 0.957 0.404
C 1.158 -1.530 0.898
C 0.674 -1.360 -0.354
N 1.142 -0.280 -1.114
C 1.308 -0.414 -2.356
H 1.416 -0.727 1.568
H 1.072 -2.498 1.363
H 0.231 -2.188 -0.908
H 1.177 -1.358 -2.894
H 1.620 0.446 -2.936

Atom charges from the Mulliken analysis, given in e for atoms 1 to 6: N -0.465; C 0.571; N -0.365; O -0.540; H 0.190; H 0.248

---

# 8
Computed, not measured: one molecule with the formula C4H9N3O2 in a non-equilibrium geometry, with ωB97M-V/def2-TZVPD.

## Properties
**Net charge**: 0
**Orbital gap**: 7.789 eV
**Energy relative to the best compared isomer or geometry (same formula, charge and spin)**: 6.764 eV
**Total energy**: -12853.1633 eV

Positions of all 18 atoms, in Å:
C -0.215 -0.423 -1.263
C 0.545 0.872 0.468
C -1.679 0.886 -0.034
C 1.077 -1.529 0.338
N -0.876 1.112 1.065
N 0.556 -0.396 -0.254
N -2.701 -0.012 0.063
O -2.627 -0.733 1.011
O -3.545 -0.018 -0.870
H -0.437 -1.377 -1.814
H -0.178 0.397 -1.972
H 0.615 1.692 -0.228
H 1.341 0.851 1.237
H -1.753 1.756 -0.697
H 1.187 -1.401 1.450
H 0.636 -2.459 -0.104
H 2.064 -1.657 0.080
H -1.044 0.384 1.792

Atom charges from the Mulliken analysis, given in e for atoms 1 to 6: C -0.491; C -0.736; C -0.586; C -0.828; N -0.352; N 0.183

---

# 9
Computed, not measured: a 2-piece molecular cluster, C4H9N3O2 overall in a non-equilibrium geometry, with ωB97M-V/def2-TZVPD.

## Properties
**Net charge**: 0
**Orbital gap**: 9.645 eV
**Energy relative to the best compared isomer or geometry (same formula, charge and spin)**: 2.771 eV
**Total energy**: -12857.1569 eV
**Structure (SMILES)**: [H]/N=C(\N)C(C)(O)O.C#N

Positions of all 18 atoms, in Å:
H 0.355 1.468 -2.239
N 0.013 0.619 -1.782
C -0.003 0.688 -0.513
N 0.403 1.745 0.265
C 0.208 -0.869 0.343
C 1.674 -1.193 0.105
O -0.014 -0.552 1.691
O -0.610 -1.789 -0.153
H 0.896 2.514 -0.161
H 0.565 1.572 1.243
H 2.311 -0.396 0.484
H 1.838 -1.322 -0.960
H 1.904 -2.124 0.623
H -0.649 -1.185 2.048
H -1.564 -1.356 -0.379
C -2.288 0.733 -0.225
N -2.726 -0.343 -0.322
H -2.313 1.791 -0.069

Atom charges from the Mulliken analysis, given in e for atoms 1 to 6: H 0.227; N -0.603; C 0.041; N -0.389; C 0.909; C -1.460

---

# 10
Computed, not measured: a 2-piece molecular cluster, C4H9N3O2S overall in a non-equilibrium geometry, with ωB97M-V/def2-TZVPD.

## Properties
**Net charge**: 0
**Orbital gap**: 8.318 eV
**Energy relative to the best compared isomer or geometry (same formula, charge and spin)**: 4.661 eV
**Total energy**: -23689.7170 eV
**Structure (SMILES)**: [H]/N=C\S(C)(=O)=O.N=C=CN

Positions of all 19 atoms, in Å:
H -0.024 1.284 -1.157
N 0.699 1.375 -0.418
C 0.373 0.662 0.566
S -0.995 -0.479 0.564
C -2.419 0.744 0.388
O -1.021 -1.137 1.858
O -0.977 -1.272 -0.627
H 0.975 0.842 1.395
H -2.048 1.260 -0.502
H -3.498 0.612 0.430
H -2.061 1.541 1.104
N 1.326 -2.723 1.263
C 1.620 -1.753 0.624
C 2.360 -0.986 -0.157
N 2.198 -0.651 -1.527
H 0.442 -2.814 1.895
H 3.256 -0.496 0.056
H 1.717 0.321 -1.557
H 1.592 -1.288 -2.073

Atom charges from the Mulliken analysis, given in e for atoms 1 to 6: H 0.319; N -0.728; C -0.258; S 0.985; C -1.000; O -0.623

---

# 11
Computed, not measured: an isolated ion of composition C4H9N3O3P and charge -1 in a non-equilibrium geometry, with ωB97M-V/def2-TZVPD.

## Properties
**Net charge**: -1
**Orbital gap**: 8.388 eV
**Energy relative to the best compared isomer or geometry (same formula, charge and spin)**: 0.000 eV
**Total energy**: -24199.5715 eV
**Structure (SMILES)**: [H]/N=C1\N(C)CCN1[P@](=O)([O-])O

Positions of all 20 atoms, in Å:
H -1.427 -1.658 1.363
N -1.249 -0.653 1.342
C -0.423 -0.233 0.454
N 0.505 -1.149 -0.246
C 0.166 -2.528 -0.514
C 0.964 -0.345 -1.384
C 0.894 1.049 -0.828
N -0.209 0.992 0.027
P -0.475 2.390 1.166
O -0.289 3.540 0.235
O 0.273 2.185 2.437
O -2.016 1.870 1.398
H -0.519 -2.570 -1.341
H 0.964 -3.134 -0.563
H -0.232 -2.894 0.381
H 0.254 -0.511 -2.110
H 1.922 -0.581 -1.730
H 1.928 1.319 -0.284
H 0.806 1.898 -1.598
H -1.836 1.013 1.796

Atom charges from the Mulliken analysis, given in e for atoms 1 to 6: H 0.178; N -0.735; C 0.638; N -0.105; C -1.256; C -0.723

---

# 12
Computed, not measured: a 2-piece molecular cluster, C4H9N3O5 overall in a non-equilibrium geometry, with ωB97M-V/def2-TZVPD.

## Properties
**Net charge**: 0
**Orbital gap**: 9.701 eV
**Energy relative to the best compared isomer or geometry (same formula, charge and spin)**: 8.555 eV
**Total energy**: -18992.5521 eV
**Structure (SMILES)**: CCC/C=N/[N+](=O)[O-].O=[N+]([O-])O

Positions of all 21 atoms, in Å:
C 2.485 1.327 -1.093
C 2.546 0.086 -0.207
C 1.240 -0.707 0.051
C 0.192 0.067 0.766
N -0.945 0.226 0.187
N -1.735 1.265 0.569
O -1.268 2.220 1.125
O -2.891 1.161 0.216
H 1.966 1.131 -2.007
H 2.070 2.158 -0.587
H 3.521 1.648 -1.340
H 3.355 -0.683 -0.608
H 2.846 0.517 0.670
H 0.787 -0.901 -0.858
H 1.654 -1.500 0.715
H 0.579 0.376 1.706
O -3.367 -3.198 0.193
N -3.104 -2.076 0.242
O -2.149 -1.508 0.771
O -3.961 -1.277 -0.324
H -3.821 -0.331 -0.187

Atom charges from the Mulliken analysis, given in e for atoms 1 to 6: C -1.218; C -0.489; C -0.626; C 0.098; N -0.369; N 1.142

---

# 13
Computed, not measured: a 2-piece molecular cluster, C4H9N3S overall in a non-equilibrium geometry, with ωB97M-V/def2-TZVPD.

## Properties
**Net charge**: 0
**Orbital gap (spin up / spin down)**: 7.846 / 7.847 eV
**Energy relative to the best compared isomer or geometry (same formula, charge and spin)**: 6.190 eV
**Total energy**: -19593.4465 eV
**Structure (SMILES)**: S=NN1CC1.C1CN1

Positions of all 17 atoms, in Å:
S 0.845 -2.125 -0.037
N 0.801 -0.502 0.004
N 1.869 0.178 -0.314
C 2.480 1.281 0.324
C 3.280 0.101 -0.106
H 2.534 1.246 1.439
H 2.628 2.146 -0.273
H 3.833 0.263 -0.948
H 3.745 -0.620 0.713
C -2.425 0.146 -0.633
C -3.278 -0.838 0.044
N -2.042 -0.289 0.688
H -1.848 -0.186 -1.374
H -2.862 1.068 -0.912
H -4.153 -0.495 0.539
H -3.271 -1.922 -0.385
H -2.135 0.549 1.231

Atom charges from the Mulliken analysis, given in e for atoms 1 to 6: S -0.201; N -0.202; N 0.021; C -0.385; C -0.302; H 0.272

---

# 14
Computed, not measured: one molecule with the formula C4H9N3S in a non-equilibrium geometry, with ωB97M-V/def2-TZVPD.

## Properties
**Net charge**: 0
**Orbital gap**: 9.453 eV
**Energy relative to the best compared isomer or geometry (same formula, charge and spin)**: 5.036 eV
**Total energy**: -19594.5999 eV
**Structure (SMILES)**: [H]/N=C(\C[C@H]1CN1)NS

Positions of all 17 atoms, in Å:
H 1.224 -1.501 2.026
N 1.624 -1.072 0.976
C 1.010 -0.695 -0.028
C -0.483 -1.276 -0.616
C -1.513 -0.208 -0.263
C -1.020 0.757 0.758
N -1.221 1.223 -0.694
N 1.491 0.257 -0.909
S 2.952 0.970 -0.653
H -0.338 -1.513 -1.680
H -0.800 -2.390 -0.220
H -2.527 -0.663 -0.472
H -1.787 1.035 1.583
H 0.030 0.803 1.335
H -2.015 1.774 -0.917
H 0.660 0.980 -0.752
H 2.715 1.518 0.529

Atom charges from the Mulliken analysis, given in e for atoms 1 to 6: H 0.283; N -0.603; C 0.040; C -0.430; C 0.128; C -0.516

---

# 15
Computed, not measured: one molecule with the formula C4H9N3S in a non-equilibrium geometry, with ωB97M-V/def2-TZVPD.

## Properties
**Net charge**: 0
**Orbital gap**: 9.393 eV
**Energy relative to the best compared isomer or geometry (same formula, charge and spin)**: 3.428 eV
**Total energy**: -19596.2082 eV
**Structure (SMILES)**: CC/C=N\N=C\NS

Positions of all 17 atoms, in Å:
C 2.009 1.478 0.834
C 2.411 0.846 -0.426
C 2.377 -0.728 -0.444
N 1.349 -1.435 -0.160
N 0.241 -0.640 -0.076
C -0.757 -1.158 0.427
N -2.023 -0.706 0.456
S -2.587 0.858 -0.268
H 2.347 1.030 1.784
H 0.821 1.240 0.886
H 2.364 2.548 0.749
H 3.418 1.243 -0.674
H 1.794 1.178 -1.337
H 3.360 -1.262 -0.817
H -0.605 -2.103 0.949
H -2.813 -1.464 0.417
H -2.501 0.699 -1.546

Atom charges from the Mulliken analysis, given in e for atoms 1 to 6: C -0.775; C -0.279; C -0.027; N -0.731; N -0.070; C -0.084